The following is a DFT calculation (ωB97M-V/def2-TZVPD) of C10H20HgN2OP as an isolated structure.

Element x y z (Å)
C1 -3.7726 2.4142 -0.5353
C2 -3.1460 3.1500 -1.5818
C3 -1.9172 3.6634 -1.0702
C4 -1.8477 3.3821 0.3269
C5 -2.9904 2.5864 0.6598
Hg1 -2.7107 -0.8183 1.0090
P1 -2.7969 -2.6501 -0.8777
H1 -4.6582 1.7955 -0.6087
H2 -3.5060 3.2348 -2.6052
H3 -1.1729 4.2161 -1.6411
H4 -3.2166 2.1766 1.6434
H5 -1.0415 3.6578 1.0072
H6 -1.5868 -2.6784 -1.6437
H7 -3.7322 -2.2104 -1.8748
H8 -3.1456 -4.0226 -0.6603
C6 0.2881 -2.5132 1.3596
N1 1.4779 -1.8607 0.8610
C7 2.5823 -2.7482 0.5693
C8 1.3240 -0.5707 0.3903
O1 0.1979 -0.0389 0.3401
N2 2.4036 0.1661 -0.0450
C9 3.8124 -0.0749 0.2048
C10 2.0776 1.5251 -0.4184
H9 0.5971 -3.3351 2.0151
H10 -0.3199 -2.9372 0.5399
H11 -0.3167 -1.8007 1.9336
H12 2.9211 -2.6500 -0.4671
H13 3.4165 -2.5894 1.2631
H14 2.2253 -3.7698 0.7223
H15 4.3462 0.5293 -0.5390
H16 4.1187 0.2616 1.2122
H17 4.0884 -1.1234 0.0716
H18 1.3451 1.5321 -1.2329
H19 1.6536 2.0954 0.4220
H20 3.0024 2.0059 -0.7501

Atoms 1-3, force components in eV/Å:
0.823 0.642 0.603
0.607 -0.676 0.639
-0.598 0.223 0.457

Results
Charge: -1
Electronic energy in a.u.: -1072.4661
Orbital gap in eV: 4.53
Energy relative to the best compared isomer or geometry (same formula, charge and spin) in kJ/mol: 7.23

Löwdin population analysis, charges in e, atoms 1 to 8: number 1, C, carries -0.257; number 2, C, carries -0.233; number 3, C, carries -0.238; number 4, C, carries -0.226; number 5, C, carries -0.286; number 6, Hg, carries 0.345; number 7, P, carries 0.465; number 8, H, carries 0.034

The following is a DFT calculation (ωB97M-V/def2-TZVPD) of C27H44N3P3SY as an isolated structure.

Element x y z (Å)
Y1 0.1083 -0.1962 -0.3741
P1 -1.6222 2.0504 -0.1108
P2 -2.2414 -1.4279 0.7123
P3 1.8848 1.6405 -1.4624
H1 -1.0667 -2.6315 -1.8656
C1 -0.0853 -2.1484 -1.8938
C2 1.0049 -2.4988 -1.1319
H2 0.9473 -3.2073 -0.2976
C3 -2.6946 2.1756 -1.5941
C4 -2.8461 2.1982 1.2404
C5 -0.8677 3.7158 -0.0438
C6 -1.8736 -3.2186 0.8174
C7 -2.8502 -1.1692 2.4216
C8 -3.7960 -1.4506 -0.2628
C9 3.3297 0.7101 -2.0984
C10 2.7762 3.0272 -0.6676
C11 1.2214 2.4979 -2.9424
H3 -0.0035 -1.4146 -2.7111
H4 2.0281 -2.2325 -1.4264
H5 -3.3381 3.0622 -1.5172
H6 -3.3241 1.2807 -1.6836
H7 -2.0729 2.2579 -2.4952
H8 -3.2990 3.1992 1.2024
H9 -2.3527 2.0781 2.2143
H10 -3.6355 1.4417 1.1533
H11 -1.6519 4.4583 0.1567
H12 -0.3583 3.9682 -0.9807
H13 -0.1343 3.7547 0.7721
H14 -2.8217 -3.7697 0.9020
H15 -1.2671 -3.4105 1.7125
H16 -1.3145 -3.5650 -0.0608
H17 -3.8178 -1.6782 2.5504
H18 -2.9715 -0.1002 2.6388
H19 -2.1276 -1.5888 3.1347
H20 -4.5094 -2.1473 0.1999
H21 -3.5809 -1.7898 -1.2857
H22 -4.2344 -0.4440 -0.3101
H23 3.8098 1.2934 -2.8949
H24 3.0366 -0.2706 -2.4961
H25 4.0438 0.5685 -1.2757
H26 3.3311 3.5757 -1.4409
H27 3.4829 2.6268 0.0713
H28 2.0716 3.7086 -0.1764
H29 2.0622 2.7598 -3.5999
H30 0.6768 3.4061 -2.6584
H31 0.5154 1.8512 -3.4767
C12 1.7025 -1.2009 -6.4302
C13 1.1790 -0.6103 -7.5987
C14 1.3748 -1.2062 -8.8465
C15 2.1092 -2.3972 -8.9467
C16 2.6444 -2.9810 -7.7886
C17 2.4531 -2.3860 -6.5395
S1 1.4990 -0.3703 -4.9054
H32 0.8414 -1.2998 -4.1537
H33 0.6359 0.3298 -7.5076
H34 0.9495 -0.7356 -9.7388
H35 2.2591 -2.8714 -9.9217
H36 3.2215 -3.9057 -7.8752
H37 2.8928 -2.7960 -5.6286
N1 -0.7224 1.3896 10.4970
C18 -0.4216 1.0579 9.4147
C19 -0.0929 0.6818 8.0695
C20 -0.8299 1.2437 7.0244
C21 -0.5116 0.9507 5.6986
C22 0.5037 0.0233 5.4203
C23 1.1773 -0.6267 6.4636
C24 0.8938 -0.2763 7.7911
N2 0.7907 -0.2814 4.0704
C25 1.6149 -1.3136 3.5844
C26 1.4572 -1.3544 2.2377
N3 0.6031 -0.3162 1.8582
C27 0.2067 0.2926 2.9961
H38 -1.6382 1.9455 7.2348
H39 -1.0854 1.4087 4.8957
H40 1.8968 -1.4177 6.2454
H41 1.4585 -0.7211 8.6095
H42 2.2165 -1.9309 4.2245
H43 1.8539 -2.0365 1.4982
H44 -0.4516 1.1539 3.0175

Atoms 1-3, force components in eV/Å:
-0.378 1.492 2.043
-0.786 0.950 -0.389
-1.056 -0.705 0.183

Results
Charge: +3
Electronic energy in a.u.: -2679.1419
Orbital gap in eV: 4.38
Energy relative to the best compared isomer or geometry (same formula, charge and spin) in kJ/mol: 0.00

Löwdin population analysis, charges in e, atoms 1 to 8: number 1, Y, carries 1.150; number 2, P, carries 0.711; number 3, P, carries 0.732; number 4, P, carries 0.708; number 5, H, carries 0.085; number 6, C, carries -0.137; number 7, C, carries -0.067; number 8, H, carries 0.087

The following is a DFT calculation (ωB97M-V/def2-TZVPD) of C3H4N2S2 as an isolated structure.

Element x y z (Å)
C1 2.4705 -0.6944 0.1008
C2 0.9863 -0.4214 0.1393
C3 -1.5774 0.6194 0.1623
H1 2.8663 0.1050 -0.5248
H2 2.8152 -1.8133 -0.3977
H3 3.1509 -0.8073 1.1232
H4 -2.4693 0.9696 0.7377
N1 0.1945 -1.5198 0.0827
N2 -0.8182 1.6333 0.1965
S1 -1.5575 -1.0146 -0.1368
S2 0.7279 1.2478 -0.1950

Atoms 1-3, force components in eV/Å:
3.042 -3.432 1.053
-1.024 -5.017 -0.741
-3.080 2.663 2.687

Results
Electronic energy in a.u.: -1022.4847
Orbital gap in eV: 8.10
Energy relative to the best compared isomer or geometry (same formula, charge and spin) in kJ/mol: 343.78

Löwdin population analysis, charges in e, atoms 1 to 8: number 1, C, carries -0.173; number 2, C, carries -0.765; number 3, C, carries -0.738; number 4, H, carries 0.018; number 5, H, carries 0.149; number 6, H, carries 0.131; number 7, H, carries 0.087; number 8, N, carries -0.219

The following is a DFT calculation (ωB97M-V/def2-TZVPD) of one molecule with the formula C6H16N2.

Element x y z (Å)
C1 0.4493 0.2893 -0.6386
C2 -0.2873 -0.6658 -1.5152
C3 -1.0408 -0.0512 -2.7391
N1 -2.2797 -0.7522 -3.0710
C4 1.2625 -0.4282 0.4596
N2 1.6464 0.3576 1.6411
C5 0.5601 1.1770 2.2988
C6 0.0203 0.3265 3.4542
H1 1.0588 0.9784 -1.2232
H2 -0.2421 1.0128 -0.1658
H3 -1.0537 -1.1996 -0.9437
H4 0.3673 -1.4949 -1.8424
H5 -1.2510 1.0095 -2.5926
H6 -0.4607 -0.1677 -3.6580
H7 -2.7105 -1.2205 -2.2855
H8 -2.2102 -1.3853 -3.8430
H9 2.1526 -0.7677 -0.1160
H10 0.7040 -1.3567 0.6568
H11 1.9016 -0.3983 2.2649
H12 -0.2369 1.3824 1.6018
H13 1.0973 2.0719 2.6254
H14 0.4648 0.4217 4.4468
H15 0.0051 -0.7314 3.2250
H16 -1.0339 0.5357 3.7293

Atoms 1-3, force components in eV/Å:
-0.038 1.500 1.094
-0.771 -0.778 -0.970
0.217 -0.966 -0.145

Results
Electronic energy in a.u.: -347.6696
Orbital gap in eV: 9.79
Structure (SMILES): CCNCCCCN
Energy relative to the best compared isomer or geometry (same formula, charge and spin) in kJ/mol: 145.06

Löwdin population analysis, charges in e, atoms 1 to 8: number 1, C, carries -0.237; number 2, C, carries -0.222; number 3, C, carries -0.270; number 4, N, carries -0.026; number 5, C, carries -0.251; number 6, N, carries -0.084; number 7, C, carries -0.229; number 8, C, carries -0.108